Arrangement P

Computed, not measured: a cluster of 2 separate species, C3H9O3P in total, with ωB97M-V with the def2-TZVPD basis set.

Values from the calculation:
gap between HOMO and LUMO: 7.91 eV
E_LUMO: -1.8 eV
spin multiplicity: 1
highest occupied orbital energy: -0.3569 Eh

Atoms and positions in Å:
C1 2.579 -0.342 -0.149
C2 0.513 0.552 0.763
C3 1.086 -0.188 -0.505
O1 -3.742 -0.756 -0.561
O2 0.446 -1.473 -0.449
O3 -1.552 -0.181 0.632
P1 -2.907 0.353 -0.041
H1 2.921 -1.088 0.576
H2 3.135 -0.500 -1.075
H3 2.854 0.638 0.322
H4 0.626 -0.058 1.643
H5 0.260 1.557 0.636
H6 0.706 0.304 -1.385
H7 -0.519 -1.211 -0.262
H8 -3.585 1.066 0.941
H9 -2.820 1.327 -1.085

Results of the natural (NBO) charge analysis, in e, for atoms 1 through 4:
1 C -0.63
2 C 0.14
3 C 0.01
4 O -1.09

=====

Arrangement Q

Computed, not measured: an isolated molecule of C3H9O3P, with ωB97M-V with the def2-TZVPD basis set.

Values from the calculation:
gap between HOMO and LUMO: 9.95 eV
E_LUMO: 0.5 eV
spin multiplicity: 1
highest occupied orbital energy: -0.3467 Eh
structure (SMILES): C[C@H](O)[C@@H](O)PO

Atoms and positions in Å:
C1 -0.955 -0.370 1.790
C2 -0.944 -0.164 0.299
O1 -0.485 -1.433 -0.228
C3 0.127 0.823 -0.063
O2 1.327 0.266 0.434
P1 0.409 1.245 -1.840
O3 1.185 -0.233 -2.113
H1 -2.022 -0.503 2.076
H2 -0.227 -1.135 2.129
H3 -0.507 0.440 2.298
H4 -1.872 0.172 -0.226
H5 0.188 -1.258 -0.899
H6 -0.311 1.716 0.459
H7 1.136 -0.691 0.323
H8 1.692 1.793 -1.499
H9 1.258 -0.669 -2.940

Results of the natural (NBO) charge analysis, in e, for atoms 1 through 4:
1 C -0.64
2 C 0.06
3 O -0.75
4 C -0.23

=====

Relative calculated energies, zero for the most stable structure, unit eV: arrangement P 1.210; arrangement Q 0.000.